[1]
C36H27N2O4PPt | ωB97M-V with the def2-TZVPD basis set

Output
Energy relative to the best compared isomer or geometry (same formula, charge and spin) in kcal per mole: 14.44
Energy in eV: -61475.3475
Kohn-Sham gap in eV: 5.96

```
! wB97M-V def2-TZVPD RIJCOSX def2/J DEFGRID3
* xyz 0 1
Pt 0.076 -0.385 -0.035
C 1.940 2.246 -1.445
O 0.686 1.582 -1.429
C -0.473 2.296 -1.578
C -0.530 3.442 -2.353
C -1.711 4.157 -2.471
C -2.848 3.722 -1.809
C -2.814 2.569 -1.054
C -1.635 1.821 -0.920
N -1.607 0.688 -0.109
N -2.730 0.254 0.343
C -2.849 -0.693 1.263
C -1.738 -1.209 2.040
O -0.582 -0.693 1.996
C -1.986 -2.339 2.881
C -3.219 -2.887 3.001
C -4.355 -2.324 2.344
C -5.649 -2.829 2.549
C -6.736 -2.246 1.946
C -6.557 -1.144 1.104
C -5.298 -0.644 0.872
C -4.174 -1.215 1.489
H 2.241 2.496 -2.465
H 2.651 1.538 -1.019
H 1.909 3.151 -0.835
H 0.354 3.783 -2.873
H -1.738 5.054 -3.073
H -3.765 4.288 -1.874
H -3.690 2.218 -0.530
H -1.131 -2.726 3.419
H -3.370 -3.762 3.622
H -5.779 -3.682 3.203
H -7.730 -2.630 2.127
H -7.416 -0.683 0.635
H -5.150 0.204 0.220
O 2.048 -2.710 1.503
C 1.964 -2.260 0.378
O 2.068 -1.017 0.015
C 1.851 -3.234 -0.796
C 2.760 -4.287 -0.812
C 2.814 -5.157 -1.886
C 1.948 -4.990 -2.959
C 1.027 -3.959 -2.949
C 0.973 -3.074 -1.870
P -0.251 -1.736 -1.889
C -0.057 -0.963 -3.523
C -1.089 -0.809 -4.444
C -0.856 -0.159 -5.646
C 0.403 0.338 -5.939
C 1.435 0.190 -5.022
C 1.210 -0.457 -3.821
C -1.899 -2.494 -1.873
C -3.016 -1.668 -2.029
C -4.290 -2.207 -2.021
C -4.468 -3.570 -1.834
C -3.366 -4.387 -1.640
C -2.086 -3.856 -1.659
H 3.418 -4.407 0.037
H 3.530 -5.968 -1.887
H 1.993 -5.667 -3.801
H 0.340 -3.830 -3.777
H -2.075 -1.200 -4.241
H -1.661 -0.041 -6.359
H 0.579 0.844 -6.878
H 2.416 0.583 -5.255
H 2.007 -0.564 -3.095
H -2.888 -0.600 -2.147
H -5.149 -1.564 -2.152
H -5.464 -3.990 -1.825
H -3.499 -5.447 -1.476
H -1.229 -4.497 -1.505
*
```

These are the Mulliken partial charges, in e, on atoms 1 to 5:
1 Pt 2.23
2 C -1.08
3 O -0.10
4 C 0.69
5 C -0.64

[2]
C36H27N4O2PdSb | ωB97M-V with the def2-TZVPD basis set

Output
Energy relative to the best compared isomer or geometry (same formula, charge and spin) in kcal per mole: 0.00
Energy in eV: -57842.1213
Kohn-Sham gap (spin up / spin down) in eV: 4.85 / 5.58

```
! wB97M-V def2-TZVPD RIJCOSX def2/J DEFGRID3
* xyz 0 3
Pd -0.058 0.067 -0.084
O 2.673 3.042 -0.458
C 2.059 1.973 -0.523
N 0.702 1.852 -0.013
C -0.007 2.745 0.688
C 0.394 4.082 0.988
C -0.432 4.870 1.733
C -1.672 4.389 2.210
C -2.098 3.108 1.942
C -1.281 2.266 1.179
N -1.547 0.960 0.840
C -2.616 0.218 1.218
O -3.598 0.564 1.848
C -2.500 -1.214 0.707
C -3.508 -2.114 0.987
C -3.381 -3.420 0.537
C -2.251 -3.775 -0.179
C -1.282 -2.814 -0.421
N -1.401 -1.561 0.014
C 2.524 0.750 -1.069
C 3.831 0.641 -1.615
C 4.267 -0.540 -2.121
C 3.399 -1.670 -2.100
C 2.149 -1.517 -1.570
N 1.682 -0.363 -1.069
H 1.342 4.431 0.614
H -0.132 5.884 1.964
H -2.303 5.040 2.802
H -3.043 2.737 2.307
H -4.355 -1.766 1.560
H -4.152 -4.149 0.744
H -2.110 -4.779 -0.553
H -0.381 -3.050 -0.970
H 4.450 1.528 -1.600
H 5.265 -0.626 -2.532
H 3.706 -2.632 -2.482
H 1.471 -2.361 -1.530
C -2.064 -2.260 5.944
C -1.138 -1.263 6.217
C -0.184 -0.915 5.268
C -0.139 -1.565 4.037
C -1.088 -2.551 3.768
C -2.039 -2.904 4.715
Sb 1.198 -0.979 2.468
C 2.569 0.175 3.610
C 2.986 1.399 3.091
C 3.890 2.189 3.791
C 4.381 1.760 5.014
C 3.972 0.540 5.540
C 3.072 -0.249 4.840
C 2.345 -2.783 2.339
C 3.728 -2.796 2.500
C 4.450 -3.969 2.314
C 3.799 -5.142 1.960
C 2.423 -5.138 1.783
C 1.705 -3.963 1.962
H -2.807 -2.528 6.683
H -1.160 -0.751 7.170
H 0.527 -0.130 5.497
H -1.098 -3.056 2.807
H -2.765 -3.676 4.491
H 2.620 1.744 2.129
H 4.210 3.135 3.373
H 5.086 2.374 5.561
H 4.357 0.203 6.494
H 2.760 -1.201 5.257
H 4.255 -1.888 2.768
H 5.525 -3.964 2.443
H 4.363 -6.055 1.816
H 1.909 -6.048 1.500
H 0.631 -3.979 1.806
*
```

These are the Mulliken partial charges, in e, on atoms 1 to 5:
1 Pd 0.93
2 O -0.76
3 C -0.04
4 N -0.21
5 C 0.41

[3]
C36H28Cl3GeInOP2S | ωB97M-V with the def2-TZVPD basis set

Output
Energy relative to the best compared isomer or geometry (same formula, charge and spin) in kcal per mole: 11.09
Energy in eV: -168480.0561
Kohn-Sham gap (spin up / spin down) in eV: 6.46 / 5.96

```
! wB97M-V def2-TZVPD RIJCOSX def2/J DEFGRID3
* xyz 3 2
In 1.049 -1.631 -2.469
O 1.453 -2.106 -0.366
S 0.820 -1.083 0.621
C 0.309 -1.976 2.041
C 1.237 -2.677 2.806
C 0.797 -3.484 3.845
C -0.560 -3.596 4.103
C -1.488 -2.918 3.322
C -1.070 -2.087 2.289
P -2.301 -1.199 1.299
C -3.827 -2.078 1.086
C -4.650 -2.415 2.171
C -5.841 -3.078 1.942
C -6.226 -3.396 0.643
C -5.430 -3.039 -0.435
C -4.228 -2.383 -0.217
C -2.572 0.430 1.857
C -1.492 1.240 2.273
C -1.729 2.512 2.737
C -3.037 3.003 2.780
C -4.107 2.224 2.351
C -3.884 0.951 1.866
C 2.125 0.009 1.064
C 2.740 0.087 2.303
C 3.775 1.000 2.487
C 4.182 1.814 1.447
C 3.556 1.735 0.207
C 2.506 0.851 0.003
P 1.729 0.776 -1.646
C 3.068 1.035 -2.811
C 3.026 2.038 -3.776
C 4.091 2.177 -4.657
C 5.177 1.317 -4.583
C 5.212 0.302 -3.631
C 4.157 0.155 -2.748
C 0.514 2.076 -1.806
C 0.739 3.343 -1.262
C -0.177 4.358 -1.480
C -1.321 4.114 -2.233
C -1.558 2.854 -2.765
C -0.643 1.836 -2.548
H 2.291 -2.639 2.570
H 1.511 -4.040 4.435
H -0.907 -4.228 4.909
H -2.538 -3.055 3.529
H -4.394 -2.126 3.182
H -6.478 -3.339 2.775
H -7.159 -3.915 0.473
H -5.747 -3.269 -1.442
H -3.613 -2.100 -1.063
H -0.476 0.863 2.257
H -0.909 3.129 3.076
H -3.218 4.004 3.148
H -5.114 2.613 2.398
H -4.714 0.355 1.515
H 2.425 -0.528 3.130
H 4.267 1.062 3.449
H 4.990 2.517 1.595
H 3.897 2.366 -0.605
H 2.181 2.711 -3.839
H 4.074 2.964 -5.398
H 6.007 1.441 -5.265
H 6.063 -0.362 -3.576
H 4.205 -0.613 -1.980
H 1.626 3.543 -0.674
H 0.005 5.343 -1.074
H -2.028 4.913 -2.408
H -2.446 2.670 -3.351
H -0.833 0.855 -2.974
Cl 3.198 -2.168 -5.633
Ge 2.527 -3.347 -4.068
Cl 1.244 -4.892 -4.593
Cl 3.940 -3.821 -2.607
*
```

These are the Mulliken partial charges, in e, on atoms 1 to 5:
1 In 0.87
2 O -0.66
3 S 1.16
4 C 0.16
5 C -0.61